38
Properties=species:S:1:pos:R:3:forces:R:3 method="wB97M-V/def2-TZVPD" multiplicity=1 de_lowest_kj_mol=179.0 total_charge=0 smiles=CCOc1ccccc1OCCN1CCCC1 mol_weight_g_mol=235.3 homo_ha=-0.2893 e_lumo_ev=0.9649 energy_ha=-751.2585 gap_ev=8.84
C -1.31381 -0.29568 -4.10287 0.39 0.08 0.15
C 0.13539 0.18463 -4.11685 -0.29 -0.07 -0.37
O 0.69688 0.26018 -2.82574 0.14 -0.12 0.36
C 1.06212 -0.88042 -2.17780 0.01 0.17 0.15
C 1.08593 -2.15227 -2.72350 -0.06 0.21 -0.13
C 1.51147 -3.23847 -1.96974 0.06 -0.11 0.11
C 1.91902 -3.05711 -0.66739 -0.01 -0.15 -0.09
C 1.89984 -1.78836 -0.10247 0.00 0.25 0.08
C 1.47214 -0.69440 -0.83586 -0.06 0.11 -0.17
O 1.42844 0.59370 -0.39721 -0.08 -0.23 -0.36
C 1.64371 0.87321 0.96391 -0.05 -0.13 0.54
C 0.48414 0.42547 1.86635 0.23 0.14 -0.30
N -0.69610 1.23249 1.62162 0.09 -0.14 -0.23
C -1.94575 0.59869 1.99934 -0.20 -0.05 0.07
C -2.13248 0.86239 3.50751 -0.02 -0.09 -0.11
C -1.36757 2.17415 3.73927 0.10 0.04 -0.02
C -0.71667 2.47913 2.36806 -0.05 0.20 0.04
H -1.90668 0.35501 -3.46535 -0.08 0.05 0.04
H -1.38294 -1.30949 -3.71632 -0.07 -0.09 0.00
H -1.71953 -0.27227 -5.11084 -0.06 -0.02 -0.11
H 0.17920 1.21238 -4.48867 0.05 -0.17 -0.01
H 0.74828 -0.44426 -4.77587 -0.01 0.10 0.07
H 0.77775 -2.31874 -3.74356 -0.05 0.06 -0.09
H 1.51928 -4.22202 -2.41442 0.00 -0.08 -0.04
H 2.25368 -3.89586 -0.07592 0.02 -0.07 0.05
H 2.22946 -1.66970 0.91784 0.00 0.07 0.09
H 2.58458 0.42742 1.31552 -0.05 0.07 -0.06
H 1.74098 1.96084 0.99983 0.05 -0.12 0.08
H 0.82421 0.46735 2.91446 0.03 -0.07 0.00
H 0.24110 -0.61187 1.62653 0.04 0.02 0.10
H -1.94654 -0.46055 1.74520 -0.01 0.02 -0.08
H -2.74444 1.09011 1.43598 -0.06 -0.08 0.02
H -3.18482 0.94162 3.77242 -0.04 -0.06 0.07
H -1.69649 0.04892 4.08805 -0.04 -0.01 0.04
H -0.60600 2.05428 4.50969 -0.04 0.03 0.05
H -2.02749 2.98395 4.04443 0.03 0.04 0.06
H 0.28425 2.89739 2.46366 0.01 0.06 -0.06
H -1.33451 3.18817 1.81071 0.07 0.09 0.06